Record 1
Density functional theory data (ωB97M-V with the def2-TZVPD basis set) for a cluster of 2 separate species, C12H15ClSi in total at a distorted geometry.

Last column: Mulliken charge in e.
Geometry (Å):
C  2.0826  -2.8729  -0.9863  -0.530
C  1.6844  -2.7287  0.4010  -0.561
C  1.4659  -2.0640  -1.9355  -0.756
C  0.6608  -1.8279  0.7709  0.107
C  0.4671  -1.2192  -1.5712  0.754
C  0.1924  -1.0566  -0.2280  0.180
C  -1.2733  2.8316  2.3705  -0.620
C  0.2708  3.3172  -0.4187  -0.881
C  -1.2446  1.5970  1.9778  -0.254
C  -0.6969  2.4800  -0.8199  -0.057
C  0.0575  -1.7815  2.2057  -0.999
C  -0.3701  -0.4601  -2.5714  -1.257
Si  -1.2068  1.0453  0.1864  0.696
Cl  -3.0797  0.5713  -0.3155  -0.317
H  2.8305  -3.6635  -1.3458  0.270
H  2.1529  -3.4157  1.0360  0.467
H  1.6536  -2.1485  -2.9217  0.570
H  -1.5306  3.2078  3.3300  0.322
H  -1.3146  3.6279  1.5968  0.266
H  0.6786  4.1071  -1.0579  0.248
H  0.7385  3.1431  0.4968  0.361
H  -1.2665  0.8348  2.7897  0.174
H  -1.1019  2.5941  -1.8514  0.272
H  -1.0032  -1.4103  1.9544  0.112
H  -0.0415  -2.6293  2.8193  0.455
H  0.7368  -1.0365  2.6916  0.242
H  -0.6256  -1.2629  -3.3414  0.407
H  -1.2008  0.0180  -2.0910  0.034
H  0.2838  0.2022  -3.1712  0.297

Cartesian forces (eV/Å) of the 2 atoms listed first:
C 0.197 -0.163 1.229
C -0.115 0.068 -3.169

Values from the calculation:
- relative energy (zero: lowest compared OMol25 entry of this formula, charge and spin) (kcal per mole) = 72.78
- HOMO (eV) = -8.471
- spin multiplicity = 1

Record 2
Density functional theory data (ωB97M-V with the def2-TZVPD basis set) for an isolated molecule of C2H4N4 at a distorted geometry.

Last column: Mulliken charge in e.
Geometry (Å):
C  -1.5423  -1.3696  0.1417  0.145
C  1.2143  1.2212  -0.4327  -0.637
N  -0.7667  -1.1365  1.3760  -0.441
N  -1.2666  -0.7517  -0.9085  -0.378
N  0.0748  -0.2836  1.1685  -0.038
N  0.3311  0.2004  0.0737  0.176
H  -2.2701  -2.2615  0.1476  0.342
H  0.8135  1.4058  -1.3183  0.299
H  1.0891  2.0965  0.2462  0.299
H  2.3229  0.8790  -0.4942  0.234

Cartesian forces (eV/Å) of the 2 atoms listed first:
C -0.051 -0.934 -1.352
C 2.470 -0.764 4.926

Values from the calculation:
- relative energy (zero: lowest compared OMol25 entry of this formula, charge and spin) (kcal per mole) = 110.60
- HOMO (eV) = -9.746
- spin multiplicity = 1

Record 3
Density functional theory data (ωB97M-V with the def2-TZVPD basis set) for a structure of composition C19H41ClFN2O21PS5Si at a distorted geometry.

Last column: Mulliken charge in e.
Geometry (Å):
C  0.2132  -0.8005  0.1560  0.336
C  0.2812  0.3440  1.2643  -0.483
C  1.6874  0.4474  2.0698  -0.808
N  -0.6793  1.1602  1.6299  0.028
Si  -1.1280  2.3928  0.4504  0.532
C  -2.8238  3.2096  0.9381  -0.735
C  -3.4933  2.5720  2.2391  -0.161
F  -3.8958  3.7015  3.0943  -0.363
C  -1.4409  1.7092  -1.3472  -0.933
C  -2.6703  0.6578  -1.2911  -0.345
C  -2.6869  -0.3739  -2.5334  -0.433
C  -2.4072  -1.8942  -2.1036  0.040
N  -3.2049  -2.3716  -0.9361  -0.526
P  0.2831  4.0789  0.2162  0.029
O  0.3787  4.4143  -1.4850  -0.491
Cl  2.2594  3.5902  0.7572  -0.249
H  0.5660  -0.4153  -0.8621  0.269
H  0.8560  -1.6992  0.4887  0.088
H  -0.8713  -1.1881  0.1402  -0.202
H  2.5912  0.2887  1.3730  0.156
H  1.6713  -0.3853  2.8584  0.327
H  1.7529  1.4372  2.6508  0.109
H  -3.5864  3.1452  0.0807  0.311
H  -2.6587  4.3401  1.1195  0.473
H  -2.8093  1.9341  2.8867  0.165
H  -4.4330  1.9759  1.9731  0.246
H  -0.4928  1.2770  -1.8157  0.350
H  -1.7558  2.5945  -2.0196  0.544
H  -3.6431  1.2686  -1.3398  0.296
H  -2.7067  0.1093  -0.2747  0.215
H  -3.7206  -0.3165  -3.0303  0.054
H  -1.9143  -0.1029  -3.3452  0.365
H  -2.6268  -2.6197  -2.9693  0.327
H  -1.2811  -2.0234  -1.8793  -0.357
H  -2.6020  -2.6031  -0.1331  0.218
H  -3.9430  -1.7104  -0.6591  0.274
H  0.5320  3.5757  -1.9791  0.320
C  5.4809  -0.3772  -2.5533  -0.434
C  4.2969  0.2980  -1.8776  -0.384
O  3.7865  -0.6743  -0.9644  -0.137
S  5.0162  -1.5849  -0.4182  1.281
O  5.4288  -1.0671  0.8466  -0.585
O  4.6860  -2.9591  -0.6200  -0.506
O  6.1167  -1.1406  -1.5281  -0.363
H  5.1494  -1.0664  -3.3353  0.279
H  6.1790  0.3445  -2.9789  0.321
H  3.5276  0.5987  -2.5890  0.344
H  4.6173  1.1695  -1.2990  0.300
C  1.5416  -5.1462  -0.4846  0.159
C  0.6973  -4.4460  -1.5349  0.353
O  -0.5588  -5.1234  -1.5121  -0.331
S  -0.8547  -5.6394  -0.0019  1.079
O  -1.7083  -4.6848  0.6387  -0.541
O  -1.1507  -7.0343  -0.0515  -0.578
O  0.6441  -5.4463  0.5849  -0.205
H  1.9440  -6.0888  -0.8661  0.328
H  2.3609  -4.5190  -0.1304  -0.178
H  1.1437  -4.4945  -2.5280  0.413
H  0.5215  -3.3998  -1.2664  -0.405
C  -5.7401  2.2235  -6.6452  -0.387
C  -5.7824  0.8392  -6.0189  -0.358
O  -4.9716  0.9383  -4.8482  -0.269
S  -5.0903  2.4402  -4.2463  1.168
O  -6.0586  2.4244  -3.1961  -0.579
O  -3.7724  2.9641  -4.0795  -0.496
O  -5.7650  3.1352  -5.5465  -0.318
H  -4.8085  2.3796  -7.1963  0.285
H  -6.5872  2.4022  -7.3081  0.317
H  -5.4007  0.0680  -6.6878  0.333
H  -6.7976  0.5784  -5.7057  0.288
C  0.2306  4.7446  3.8921  0.509
C  -0.9420  5.5070  4.4870  -0.271
O  -0.5030  5.9034  5.7873  -0.353
S  1.0966  6.1674  5.7482  1.108
O  1.3162  7.5702  5.5882  -0.546
O  1.7052  5.4024  6.7889  -0.549
O  1.3971  5.4436  4.3291  -0.290
H  0.2780  3.7244  4.2842  0.225
H  0.1910  4.7124  2.8026  -0.453
H  -1.8439  4.8980  4.5534  0.229
H  -1.1568  6.4125  3.9118  0.384
C  4.1357  -5.5456  3.7344  -0.366
C  5.3659  -4.7807  4.1982  -0.457
O  5.6853  -3.9007  3.1197  -0.348
S  4.3143  -3.4606  2.3702  1.295
O  3.9138  -2.1880  2.8806  -0.623
O  4.4567  -3.7295  0.9593  -0.608
O  3.3457  -4.5939  3.0217  -0.305
H  4.4072  -6.3488  3.0434  0.289
H  3.5699  -5.9616  4.5688  0.322
H  6.2062  -5.4389  4.4190  0.316
H  5.1421  -4.1697  5.0776  0.317

Cartesian forces (eV/Å) of the 2 atoms listed first:
C -0.510 -0.285 0.996
C 1.060 0.668 1.390

Values from the calculation:
- HOMO (eV) = -8.455
- spin multiplicity = 1

Record 4
Density functional theory data (ωB97M-V with the def2-TZVPD basis set) for a cluster of 5 separate species, C25H62BrO5P2 in total.

Last column: Mulliken charge in e.
Geometry (Å):
C  -6.6059  2.6737  -0.1160  -1.120
C  -5.7187  3.9115  -0.2842  -0.597
C  -4.3389  3.7554  0.3854  -0.522
C  -3.1734  3.5188  -0.5905  -0.601
C  -1.8143  4.0776  -0.1187  -1.023
C  -0.6765  3.0381  -0.0580  -0.076
C  -0.4501  2.4882  1.3499  -0.360
C  0.8380  1.6770  1.6278  -0.719
C  1.8746  1.5639  0.4974  -0.859
P  1.4825  0.3861  -0.8009  0.536
P  1.2311  -1.7047  -0.0269  0.183
O  -0.0620  -1.4025  0.8804  -0.260
Br  0.2900  -2.4453  -1.8827  -0.162
H  -6.0178  1.7576  -0.2087  0.247
H  -7.4022  2.6413  -0.8612  0.419
H  -7.0796  2.6623  0.8665  0.249
H  -5.5946  4.1276  -1.3498  0.366
H  -6.2293  4.7801  0.1366  0.350
H  -4.1193  4.6245  1.0081  0.462
H  -4.4010  2.9007  1.0675  0.052
H  -3.0743  2.4438  -0.7758  0.355
H  -3.4376  3.9637  -1.5535  0.348
H  -1.9507  4.4978  0.8830  0.473
H  -1.5160  4.9078  -0.7576  0.377
H  -0.9658  2.2199  -0.7250  -0.099
H  0.2375  3.4868  -0.4578  0.314
H  -0.5009  3.3138  2.0591  0.444
H  -1.3008  1.8383  1.5789  0.076
H  1.3748  2.1473  2.4540  0.403
H  0.5772  0.6797  1.9768  0.189
H  2.0971  2.5196  0.0160  0.548
H  2.8233  1.2037  0.9115  0.502
H  2.5794  0.2861  -1.6528  -0.150
H  0.4051  0.8332  -1.5610  0.223
H  -0.4400  -2.2285  1.2231  0.405
C  -3.4711  -3.8705  1.8840  -1.255
C  -2.3134  -3.8122  0.9059  -0.203
O  -1.0670  -4.2612  1.4137  -0.547
C  -1.0191  -5.6139  1.8577  -0.370
C  -1.3428  -6.6285  0.7779  -1.090
H  -3.2359  -3.3202  2.7960  0.377
H  -4.3586  -3.4300  1.4303  0.329
H  -3.7166  -4.8955  2.1620  0.375
H  -2.1159  -2.7704  0.6337  0.394
H  -2.5743  -4.3293  -0.0236  0.254
H  -1.6727  -5.7513  2.7245  0.307
H  0.0039  -5.7515  2.2054  0.391
H  -2.3662  -6.5330  0.4135  0.295
H  -1.2302  -7.6354  1.1787  0.409
H  -0.6667  -6.5176  -0.0709  0.272
C  4.4600  -0.9383  -5.0379  -1.485
C  3.7406  -0.3636  -3.8358  -0.249
O  4.5341  0.3943  -2.9413  -0.014
C  5.1859  1.5459  -3.4795  -0.284
C  4.2340  2.5776  -4.0541  -1.223
H  5.3029  -1.5525  -4.7215  0.316
H  3.7743  -1.5566  -5.6163  0.416
H  4.8374  -0.1561  -5.6964  0.327
H  3.3628  -1.1837  -3.2163  0.240
H  2.8685  0.2225  -4.1613  0.417
H  5.9264  1.2415  -4.2234  0.400
H  5.7413  1.9618  -2.6400  0.308
H  3.6728  2.1975  -4.9089  0.314
H  4.7988  3.4450  -4.3929  0.410
H  3.5191  2.9115  -3.2977  0.226
C  9.9948  -0.5773  -2.1233  -1.049
C  9.3894  0.4877  -1.2270  -0.332
O  7.9857  0.6422  -1.3744  -0.431
C  7.1987  -0.4993  -1.0900  0.370
C  7.3368  -1.0203  0.3312  -1.295
H  9.7751  -0.3676  -3.1708  0.280
H  11.0768  -0.5944  -1.9937  0.405
H  9.6205  -1.5750  -1.8899  0.264
H  9.7998  1.4643  -1.4819  0.341
H  9.6479  0.2975  -0.1795  0.317
H  7.4037  -1.3016  -1.8097  0.235
H  6.1764  -0.1716  -1.2710  -0.137
H  8.3447  -1.3740  0.5480  0.328
H  6.6560  -1.8591  0.4850  0.390
H  7.0947  -0.2368  1.0513  0.336
C  -5.5450  -1.4099  2.4485  -0.841
C  -5.7311  0.0568  2.8010  -0.215
O  -7.0579  0.5219  2.6818  -0.353
C  -8.0250  -0.1171  3.5008  -0.360
C  -7.7522  -0.0060  4.9901  -1.069
H  -5.8968  -1.6073  1.4347  0.313
H  -4.4871  -1.6716  2.5094  0.216
H  -6.0858  -2.0680  3.1294  0.327
H  -5.1622  0.6766  2.1049  -0.010
H  -5.3354  0.2583  3.8039  0.319
H  -8.1419  -1.1674  3.2106  0.291
H  -8.9605  0.3849  3.2569  0.368
H  -6.8293  -0.5102  5.2804  0.269
H  -8.5676  -0.4667  5.5476  0.397
H  -7.6768  1.0400  5.2890  0.299

Cartesian forces (eV/Å) of the 2 atoms listed first:
C -0.034 0.152 -0.002
C -0.024 -0.094 -0.019

Values from the calculation:
- total charge = +1
- relative energy (zero: lowest compared OMol25 entry of this formula, charge and spin) (kcal per mole) = 3.16
- HOMO (eV) = -11.368
- spin multiplicity = 1

Record 5
Density functional theory data (ωB97M-V with the def2-TZVPD basis set) for a cluster of 2 separate species, C5H5NO in total at a distorted geometry.

Last column: Mulliken charge in e.
Geometry (Å):
O  1.2694  2.6984  -0.7426  -0.460
C  0.5017  1.7903  -0.5267  -0.106
C  0.9108  0.4466  -0.0004  0.079
C  -0.0579  -0.2854  0.9123  -0.757
C  0.1573  -0.8356  -0.4483  0.070
C  -1.2106  -1.2796  -0.6328  -0.020
N  -1.9500  -1.8283  0.1378  -0.501
H  -0.5975  1.8860  -0.6931  0.294
H  1.9898  0.2868  0.0390  0.376
H  -0.9387  0.3555  0.9876  0.288
H  -1.0790  -1.4875  1.2146  0.472
H  0.8372  -1.6717  -0.6039  0.265

Cartesian forces (eV/Å) of the 2 atoms listed first:
O -0.556 -0.690 0.160
C 0.265 0.241 0.000

Values from the calculation:
- relative energy (zero: lowest compared OMol25 entry of this formula, charge and spin) (kcal per mole) = 163.51
- HOMO (alpha / beta) (eV) = -9.704 / -9.705
- spin multiplicity = 1

Repeat the second record exactly.
Density functional theory data (ωB97M-V with the def2-TZVPD basis set) for an isolated molecule of C2H4N4 at a distorted geometry.

Last column: Mulliken charge in e.
Geometry (Å):
C  -1.5423  -1.3696  0.1417  0.145
C  1.2143  1.2212  -0.4327  -0.637
N  -0.7667  -1.1365  1.3760  -0.441
N  -1.2666  -0.7517  -0.9085  -0.378
N  0.0748  -0.2836  1.1685  -0.038
N  0.3311  0.2004  0.0737  0.176
H  -2.2701  -2.2615  0.1476  0.342
H  0.8135  1.4058  -1.3183  0.299
H  1.0891  2.0965  0.2462  0.299
H  2.3229  0.8790  -0.4942  0.234

Cartesian forces (eV/Å) of the 2 atoms listed first:
C -0.051 -0.934 -1.352
C 2.470 -0.764 4.926

Values from the calculation:
- relative energy (zero: lowest compared OMol25 entry of this formula, charge and spin) (kcal per mole) = 110.60
- HOMO (eV) = -9.746
- spin multiplicity = 1

Copy entry 2 word for word.
Density functional theory data (ωB97M-V with the def2-TZVPD basis set) for an isolated molecule of C2H4N4 at a distorted geometry.

Last column: Mulliken charge in e.
Geometry (Å):
C  -1.5423  -1.3696  0.1417  0.145
C  1.2143  1.2212  -0.4327  -0.637
N  -0.7667  -1.1365  1.3760  -0.441
N  -1.2666  -0.7517  -0.9085  -0.378
N  0.0748  -0.2836  1.1685  -0.038
N  0.3311  0.2004  0.0737  0.176
H  -2.2701  -2.2615  0.1476  0.342
H  0.8135  1.4058  -1.3183  0.299
H  1.0891  2.0965  0.2462  0.299
H  2.3229  0.8790  -0.4942  0.234

Cartesian forces (eV/Å) of the 2 atoms listed first:
C -0.051 -0.934 -1.352
C 2.470 -0.764 4.926

Values from the calculation:
- relative energy (zero: lowest compared OMol25 entry of this formula, charge and spin) (kcal per mole) = 110.60
- HOMO (eV) = -9.746
- spin multiplicity = 1

Q: spin multiplicity of number 4 (C25H62BrO5P2)?
A: 1